No. 1
DFT (the ωB97M-V functional and the def2-TZVPD basis) results for a cluster of 40 separate species, H80O40 in total in a non-equilibrium geometry.

Output
Kohn-Sham gap: 8.91 eV
LUMO level: -0.729 eV
energy relative to the best compared isomer or geometry (same formula, charge and spin): 1236.2 kJ/mol

XYZ file:
```
120
Properties=species:S:1:pos:R:3:forces:R:3
H 0.280 -2.750 1.010 0.849 -0.655 0.367
H 1.516 -3.509 1.504 0.746 -0.701 -0.614
O 0.776 -3.024 1.827 -1.229 2.073 -0.475
H -2.579 0.041 -1.114 -0.614 2.294 -0.655
H -3.564 0.406 -2.121 -2.142 -0.958 -1.351
O -2.910 0.860 -1.638 3.454 -2.027 1.919
H 5.445 3.575 -0.441 0.393 0.434 0.372
H 5.472 2.088 -0.952 -1.606 2.708 -0.128
O 4.937 2.982 -0.983 1.096 -3.250 -0.232
H -4.170 -3.067 4.003 0.590 0.349 0.084
H -4.555 -3.078 2.590 1.043 0.999 0.312
O -3.917 -2.601 3.189 -1.541 -1.277 -0.501
H -3.709 2.358 -2.234 2.517 -2.081 -1.125
H -3.808 3.718 -1.651 0.865 1.251 0.375
O -4.293 2.961 -1.896 -3.562 1.849 0.378
H -0.793 -1.928 -1.037 0.240 1.041 -0.083
O -0.587 -2.720 -0.523 0.376 3.729 3.491
H -1.891 2.468 -5.264 0.118 0.270 0.096
O -1.687 3.281 -4.774 0.748 -1.472 0.308
H 3.573 -4.038 0.038 -1.158 -0.035 0.909
H 5.056 -4.177 -0.197 -3.212 0.099 -2.276
O 4.120 -4.117 -0.727 4.498 -0.070 1.195
H -1.522 -5.333 -2.954 0.112 0.171 0.082
H -0.841 -4.198 -3.824 0.104 -0.672 2.288
O -0.968 -4.544 -2.866 0.300 0.508 -2.276
H 3.282 -0.850 -2.177 0.217 0.703 1.025
H 3.006 0.570 -1.555 0.618 -2.273 0.387
O 3.333 -0.363 -1.314 -0.480 1.263 -1.318
H 4.250 -2.761 2.962 0.105 -0.307 0.361
H 4.193 -2.738 4.541 -0.321 -0.900 -1.440
O 3.946 -3.277 3.737 0.386 1.308 1.184
H 0.506 -0.836 3.789 -3.101 2.551 -0.956
O -0.270 -0.154 3.526 2.071 -2.234 0.109
H 1.616 2.130 -2.094 -0.235 -0.249 0.298
H 1.118 1.361 -0.824 -0.294 0.467 -0.409
O 1.113 1.352 -1.802 1.206 1.184 0.393
H 4.612 -1.091 1.294 0.428 0.033 0.843
H 5.290 -1.907 0.404 0.663 -0.723 -0.438
O 5.365 -1.720 1.347 -1.435 0.798 -0.447
H 1.150 2.749 -4.375 -0.799 -0.169 -0.188
H 2.292 3.541 -3.865 0.405 0.611 0.397
O 1.983 3.110 -4.654 0.349 0.148 -0.297
H -0.405 -3.786 2.489 -0.917 -3.025 1.135
H -0.724 -4.614 3.795 0.068 -0.036 1.229
O -0.868 -4.674 2.868 0.526 2.248 -1.893
H 4.242 -3.262 -3.308 0.927 2.076 -2.989
H 3.803 -2.433 -4.702 1.390 -0.558 1.156
O 4.587 -2.668 -4.125 -2.199 -1.529 1.978
H -2.860 -0.055 1.442 -1.485 1.881 0.158
H -3.174 1.306 2.065 2.472 3.927 2.765
O -3.590 0.684 1.594 -0.239 -5.251 -1.943
H 3.482 -5.309 2.277 1.506 -1.266 0.051
O 2.898 -4.757 1.794 -1.951 1.293 1.804
H 1.794 3.108 3.442 -2.188 0.554 0.033
H 0.625 3.699 4.330 -0.382 1.260 2.880
O 0.807 3.399 3.489 3.425 -1.873 -3.292
H -3.825 -0.350 5.342 0.012 0.149 -0.366
O -2.975 0.091 5.241 0.749 0.709 -0.743
H 1.928 -2.013 -5.024 -0.384 0.865 -1.390
H 0.652 -1.855 -5.702 -2.819 -0.651 -0.200
O 1.525 -1.597 -5.839 3.232 -0.140 1.390
H -5.132 -0.477 -0.863 -0.177 0.683 -0.684
H -5.915 -1.138 -2.126 3.463 2.230 1.079
O -5.028 -0.588 -1.840 -3.782 -3.455 -1.119
H 0.894 0.735 -4.272 4.475 0.760 0.306
H -0.481 1.483 -3.952 1.087 -0.391 -0.085
O 0.001 0.702 -4.282 -5.403 0.082 -1.383
H -5.163 1.654 -0.884 0.243 2.069 -2.585
H -4.448 1.247 0.392 -0.502 -0.158 -0.176
O -5.249 1.118 -0.156 -1.042 -1.454 3.439
H -0.467 4.253 -1.527 -1.371 -0.750 -0.387
H 0.732 4.530 -0.829 2.899 -1.251 3.409
O 0.229 4.880 -1.483 -1.462 1.960 -3.025
H -2.258 -3.793 -1.624 -1.413 -0.049 -0.747
H -2.972 -4.351 -0.534 -1.037 0.073 -0.211
O -3.204 -4.005 -1.420 1.740 -0.134 1.016
H -0.932 -1.510 0.953 -2.649 1.127 0.575
H -2.251 -1.886 1.756 0.346 0.505 -0.502
O -1.886 -1.201 1.144 1.697 -1.626 0.314
H 1.822 5.766 1.663 -0.941 1.153 -2.611
H 0.971 6.502 0.332 2.018 -1.413 1.713
O 1.832 6.056 0.680 -1.170 0.109 0.958
H -0.182 2.760 1.314 0.078 0.301 -0.084
H 0.381 1.422 1.429 1.054 -3.465 3.619
O 0.168 2.021 0.810 -1.126 3.163 -3.462
H -1.616 3.502 5.057 0.201 -1.382 3.059
H -1.015 3.269 3.661 -0.806 0.644 1.152
O -1.605 3.840 4.218 -0.262 1.506 -5.321
H 2.513 0.491 -5.625 0.477 -0.070 0.235
O 3.165 0.559 -4.903 0.562 0.739 -0.473
H -0.793 -1.726 -4.217 -0.394 -1.760 -1.552
H -1.772 -2.892 -4.636 -0.366 0.384 -0.408
O -0.925 -2.509 -4.886 0.432 1.765 1.996
H 2.473 -4.393 2.644 0.633 -0.302 -1.760
H -0.658 -3.324 -1.156 0.313 -4.771 -3.996
H -2.951 0.526 4.354 -0.622 -0.715 0.926
H -2.292 3.908 -5.121 -0.829 1.042 -0.383
H -0.932 -0.227 4.244 0.695 -0.111 -0.430
H 3.718 1.358 -5.117 -1.087 -1.115 0.333
O 3.803 3.075 2.486 0.415 -4.250 -1.519
H 3.654 3.908 2.109 -0.157 1.684 -1.357
H 3.814 2.324 1.707 -0.285 3.175 2.908
O -4.035 -2.060 -3.984 0.971 -0.830 0.222
H -4.765 -2.415 -3.469 -0.257 0.142 -0.043
H -3.300 -2.443 -3.460 -0.515 0.514 -0.244
O 0.805 -0.545 5.725 -0.459 -3.026 -0.345
H 0.531 -0.426 6.613 -0.118 0.795 1.801
H 0.432 -1.490 5.633 0.997 1.901 -0.136
O 2.708 0.758 2.708 -3.071 -2.017 -0.085
H 3.067 0.172 3.406 -0.382 0.461 -0.465
H 1.716 0.416 2.577 3.313 1.033 0.660
O -0.511 -0.387 -2.174 -7.564 -6.806 1.606
H 0.277 -0.052 -2.187 6.459 3.725 -0.537
H -1.267 0.151 -2.360 0.000 1.204 -0.225
O -2.183 4.996 1.253 5.597 0.900 1.339
H -2.061 4.460 2.024 -1.247 -0.359 0.529
H -2.923 5.059 0.769 -4.380 -0.489 -1.655
O -0.924 2.446 6.126 -0.005 0.388 1.401
H -1.587 1.777 6.031 -0.778 -0.929 0.047
H -0.110 2.030 5.897 0.983 -0.561 -0.376
```
Forces are in eV/Å.

Mulliken atomic charge list, values in e, 2 entries:
1. H 0.134
2. H 0.387

=====

No. 2
DFT (the ωB97M-V functional and the def2-TZVPD basis) results for a cluster of 40 separate species, H80O40 in total in a non-equilibrium geometry.

Output
Kohn-Sham gap: 9.71 eV
LUMO level: -0.212 eV
energy relative to the best compared isomer or geometry (same formula, charge and spin): 720.2 kJ/mol

XYZ file:
```
120
Properties=species:S:1:pos:R:3:forces:R:3
H -1.527 -2.989 1.663 -0.867 -0.252 0.409
H -1.377 -2.259 2.956 -0.280 -0.206 0.290
O -2.034 -2.814 2.499 1.303 0.268 -0.562
H 5.350 2.729 -1.927 -0.630 0.587 0.741
H 6.125 1.587 -2.496 -0.152 0.707 -0.292
O 5.667 2.413 -2.759 0.950 -1.373 -0.460
H 1.979 -3.128 4.046 0.596 0.092 0.336
H 1.978 -3.242 5.584 0.345 0.631 -0.324
O 2.428 -2.785 4.849 -0.539 -1.215 -0.172
H -0.449 0.676 -3.997 0.049 0.247 -0.409
H 0.276 0.381 -2.794 0.549 0.055 0.581
O -0.080 -0.088 -3.541 -0.196 -0.483 -0.420
H -3.258 0.197 3.824 0.455 -1.010 -0.478
H -2.870 -0.981 2.811 0.262 0.777 0.525
O -2.543 -0.158 3.246 -0.848 -0.811 0.633
H 3.096 -0.868 3.008 -0.204 0.417 0.227
O 2.228 -0.599 2.654 0.567 -1.638 -1.182
H 0.917 1.312 3.412 -0.924 0.674 -0.715
O 0.375 1.743 2.693 0.083 -1.533 2.124
H 5.694 0.370 1.708 -0.519 -0.171 0.117
H 4.331 -0.118 1.194 0.227 0.143 0.200
O 4.785 0.184 2.011 0.677 0.302 -0.692
H -0.118 -4.081 -3.961 0.904 0.115 0.185
H -0.690 -4.365 -2.691 0.746 -0.029 0.522
O 0.209 -4.187 -3.043 -1.700 -0.155 -0.233
H 3.627 1.441 4.205 -0.710 -0.131 0.822
H 4.648 1.614 3.204 -0.027 0.355 -0.409
O 4.079 2.157 3.767 0.396 0.139 -0.103
H 3.109 0.080 -1.616 -0.554 -0.282 -0.799
H 2.450 -1.128 -0.688 0.048 1.027 -0.935
O 3.192 -0.530 -0.894 1.662 -0.702 2.762
H -2.760 -1.785 0.255 0.053 0.754 -0.336
O -2.944 -1.121 -0.443 0.231 -0.448 0.418
H -0.097 4.561 2.112 0.160 -0.879 -0.270
H -0.509 5.991 1.947 0.150 -0.909 1.294
O -0.340 5.304 2.651 -0.360 1.711 -1.020
H 0.121 -0.564 3.988 -0.306 0.065 -0.100
H -1.355 -0.782 4.466 1.268 0.230 -0.087
O -0.403 -0.958 4.691 -0.909 -0.303 0.226
H 0.542 -0.927 2.138 -0.752 0.203 -0.183
H -0.189 0.103 1.284 -0.511 -0.496 0.916
O -0.262 -0.843 1.589 0.424 0.947 -0.356
H 1.546 -1.758 -5.314 -0.266 0.969 -1.362
H 2.250 -3.139 -5.088 0.144 -0.119 -0.596
O 1.766 -2.420 -4.697 0.233 -0.741 1.936
H -4.508 -4.058 1.804 0.148 1.129 0.025
H -3.823 -2.668 2.094 0.206 -0.837 0.066
O -4.526 -3.100 1.587 -0.623 -0.471 -0.246
H -2.398 2.286 1.228 0.031 -0.280 0.153
H -1.176 2.969 0.637 -0.389 -0.941 0.088
O -1.542 2.070 0.813 0.262 1.046 -0.769
H 1.007 3.189 -5.391 -0.138 0.417 -0.157
O 0.775 2.293 -5.152 1.017 -0.519 0.026
H 4.555 0.513 -3.527 0.286 0.852 -0.077
H 3.789 -0.758 -3.572 -0.539 -0.172 0.292
O 3.741 0.134 -3.205 0.154 -0.199 -1.186
H -6.152 0.210 1.614 -0.006 0.507 0.196
O -5.248 0.001 1.876 -0.515 -1.749 -0.620
H -5.548 2.867 0.631 -1.020 0.238 0.276
H -5.204 3.719 -0.731 -0.812 -0.305 0.435
O -4.920 3.134 -0.020 1.638 -0.004 -0.697
H -2.575 3.767 -1.056 0.008 -0.001 -0.393
H -3.469 4.317 -0.003 0.934 0.403 -0.396
O -2.702 4.591 -0.570 -0.629 -0.269 0.765
H 2.948 3.459 2.685 1.413 -1.308 -0.783
H 1.794 4.045 2.872 -1.724 0.612 -0.304
O 2.169 3.571 2.122 0.704 0.939 0.892
H 2.483 -0.811 4.947 -0.548 -1.111 -1.109
H 1.152 -0.190 5.693 1.379 -0.897 -0.648
O 2.116 -0.419 5.709 -0.843 2.657 2.493
H -2.717 -2.676 -1.854 -0.343 0.030 -0.616
H -3.830 -3.255 -2.780 -0.328 0.389 -0.111
O -3.012 -3.476 -2.334 -0.112 0.334 -0.419
H -3.446 2.995 -3.681 0.814 0.291 -0.568
H -2.065 2.474 -2.884 1.031 0.717 -1.096
O -3.012 2.534 -2.974 -1.961 -0.872 1.571
H 4.208 -2.527 1.514 1.506 0.107 -0.120
H 5.609 -1.832 1.817 -0.239 0.037 0.610
O 5.121 -2.333 1.172 -1.273 -0.963 -0.518
H 0.219 3.040 -2.362 -0.491 -0.646 -0.898
H -0.520 2.002 -1.669 -0.329 -0.599 0.704
O -0.402 2.300 -2.573 0.767 1.435 1.097
H 0.728 -2.809 0.244 -0.522 -0.954 -0.241
H 0.784 -4.245 -0.286 -0.221 0.239 0.536
O 0.510 -3.749 0.514 0.564 0.593 -0.793
H -2.919 -3.691 -0.388 -0.605 -0.421 -0.128
H -1.891 -4.741 0.026 0.057 0.191 -0.005
O -1.986 -3.816 -0.236 0.762 -0.243 1.310
H 2.139 4.979 -0.730 -0.228 0.503 0.211
O 1.230 4.836 -1.013 0.622 -2.324 0.090
H 0.185 -1.073 -0.024 -0.367 0.035 0.123
H 0.460 -1.616 -1.499 0.037 0.037 0.164
O 0.864 -1.344 -0.656 -0.576 -0.799 -0.961
H 1.653 1.935 -4.894 -0.846 0.108 0.070
H 2.140 -1.332 1.982 0.220 0.973 0.731
H -5.238 -0.943 1.568 0.414 0.846 0.333
H 1.095 1.974 2.124 0.599 0.688 0.231
H -2.431 -0.329 -0.221 -0.176 -0.190 0.090
H 0.740 5.615 -1.122 -0.648 1.960 -0.104
O 1.623 1.606 -0.040 -0.218 0.121 1.059
H 2.273 0.980 0.316 0.091 -0.326 -0.627
H 1.356 2.057 0.784 0.210 0.338 -1.546
O -2.174 -4.146 -4.878 0.695 0.392 -0.992
H -1.833 -3.376 -5.382 -0.419 -0.438 0.150
H -2.305 -3.772 -4.005 -0.221 -0.034 0.573
O -2.181 -1.206 -5.115 1.587 -0.235 0.099
H -1.396 -0.819 -4.641 -1.123 -0.740 -0.565
H -2.637 -1.677 -4.403 -0.103 0.604 -0.190
O 2.585 2.988 -2.516 0.208 0.645 -0.838
H 1.992 3.696 -2.175 0.711 -1.196 0.332
H 2.725 2.241 -1.920 -0.700 0.622 0.306
O 2.278 -3.754 2.345 -0.224 0.799 -0.083
H 1.511 -3.642 1.720 0.485 -0.706 0.098
H 2.318 -4.699 2.482 0.215 -0.334 0.059
O -3.749 -0.297 -3.313 0.510 0.245 0.954
H -3.378 0.477 -2.850 0.071 -0.255 -0.305
H -4.646 -0.024 -3.407 -1.177 0.107 -0.240
O -3.645 2.036 2.723 0.465 0.845 0.836
H -3.690 1.106 2.506 -0.626 -0.150 -0.950
H -2.939 1.972 3.394 -0.184 0.929 -0.510
```
Forces are in eV/Å.

Mulliken atomic charge list, values in e, 2 entries:
1. H 0.310
2. H 0.234